Molecular formula: C29H55N4O7Si
Method: DFT, wB97M-V/def2-TZVPD

Geometry as ORCA input:
```
! wB97M-V def2-TZVPD RIJCOSX def2/J DEFGRID3
* xyz 1 1
H 2.3004 0.9985 -1.3801
C 2.0344 -4.5542 5.6207
H -8.3193 -0.0228 4.1909
C -7.8499 -0.1553 3.2174
H 3.8164 3.8172 -3.0106
H 3.5848 2.0851 -0.9289
O -6.1495 -0.5989 -0.5026
C 5.7232 1.9342 -3.6124
H 4.3609 2.3795 1.8921
C 0.5628 2.5622 0.7766
H 0.9436 -1.9514 -1.7750
H 5.2280 4.4300 -3.9190
O -2.1432 1.8614 -2.2385
H -4.2227 1.7807 -2.2577
H -2.8349 3.7571 -1.7830
C 3.0590 1.1758 -0.6035
C -3.4114 0.2899 -3.5930
N -4.0586 -2.2180 2.2791
H -2.3365 2.0390 -6.1481
C -8.2133 0.7191 2.2057
H 3.0445 2.5749 3.0939
C 0.4260 -0.9538 -0.0874
H 0.0407 -4.2377 1.9785
C -7.6293 0.5324 0.9702
O -3.4863 1.1077 -4.7492
C -1.7967 -3.1716 2.4126
H 8.0110 5.0915 -4.7444
C -2.2445 1.2328 -5.4222
C 4.8875 4.0441 -2.9560
H 3.0637 -4.9163 5.5276
O 2.0882 -1.1214 5.2219
O 0.5596 -3.0310 4.3561
H -2.0110 0.3053 -5.9557
H 5.0442 4.8120 -2.1989
H 5.5880 0.9463 -3.1591
H 7.7749 4.2241 -3.2163
C -6.9425 -1.1617 3.0043
H -2.5528 -0.3880 -3.6516
N 1.6670 -1.0740 3.9140
H 2.9332 -2.8986 -1.2741
H -5.7983 -3.3844 1.8211
H -2.8775 3.3382 -3.5197
C 1.4241 -4.1991 4.2481
H 7.8792 1.8214 -3.5356
C -2.8600 -2.5698 1.4932
H 9.1419 3.8031 -4.2872
H -0.2472 2.0514 0.2414
C -6.3363 -1.3467 1.7716
H 4.9295 2.0755 -4.3522
H -1.4320 1.4732 -4.7322
C -6.7123 -0.4794 0.7680
C 0.8478 -1.0264 1.3672
H -1.6733 -2.4612 3.2442
C -2.3171 3.2282 -2.5893
C 8.0952 4.1221 -4.2557
O 7.2841 3.2020 -4.9688
C -5.3024 -2.4385 1.5360
H -4.3195 -0.3208 -3.5728
H 3.1528 -1.8936 0.1366
H -2.4991 -1.6162 1.0721
H -8.9171 1.5301 2.3692
N 2.0828 -0.0118 3.2475
H -6.8781 -0.5714 -1.1343
H 0.7658 3.5332 0.3101
C -0.3968 -3.2772 1.6929
C 0.4480 -2.1242 2.1451
C 0.9041 -2.0668 3.4886
H 2.9920 -1.4798 5.1978
H -2.0888 -4.1236 2.8687
H -0.5955 -3.2742 0.6200
Si 2.1420 1.5656 0.9877
H -0.4264 -1.6416 -0.1792
C 1.6398 -0.0181 2.0063
H 7.1471 1.1773 -5.0114
H -7.9195 1.2078 0.1647
C 3.3074 2.6406 2.0270
H -6.7081 -1.7951 3.8603
H 3.7253 0.3098 -0.5532
H 2.2121 -4.0507 3.4965
N 1.4536 -1.4714 -1.0413
C 7.0860 1.9824 -4.2722
C -3.3556 1.1185 -2.3263
H 0.0380 0.0254 -0.3897
H 1.4650 -5.3519 6.1087
H 0.1753 2.7580 1.7908
H -3.3816 0.4430 -1.4646
H 1.9215 -3.2561 0.1170
H 0.8321 -5.0572 3.9059
H -5.1367 -2.4938 0.4557
C 2.3904 -2.4295 -0.4415
H 3.1064 3.6871 1.7567
H 1.9730 -3.6645 6.2581
H -3.1426 -3.2747 0.6948
H -1.3315 3.6732 -2.7229
H -4.0624 -2.7340 3.1507
O 5.6139 2.8904 -2.5654
*
```

Calculated values
Lowest unoccupied orbital energy, eV: -4.05
Calculated total energy, eV: -59124.1923
HOMO-LUMO gap, eV: 6.53

Löwdin atomic charge list, values in e, 2 entries:
1 H 0.03
2 C -0.04

---

Molecular formula: C29H56BF4MnNO5Si
Method: DFT, wB97M-V/def2-TZVPD

Geometry as ORCA input:
```
! wB97M-V def2-TZVPD RIJCOSX def2/J DEFGRID3
* xyz 0 6
H -1.5838 0.9325 -3.3866
C -0.8343 -2.9094 2.1346
O 0.3425 -0.0150 1.0257
C -0.6348 4.3581 -0.0576
H 2.9130 -0.8501 4.1121
F 2.3670 -0.3041 -4.1982
O -2.5446 1.2402 1.1413
C 3.3085 0.8542 2.0354
H 2.2987 0.9007 2.4448
C -3.6305 1.5480 2.0337
C 1.8639 -2.2189 1.8708
H -1.9345 5.8397 0.8257
O -3.1931 1.5886 -1.3944
H -3.8351 -0.5375 2.5249
H 1.0603 -2.9625 -2.7102
H -2.6877 0.3470 3.5492
C 0.0759 4.0867 1.2619
H -0.4142 -3.1586 3.1135
H -4.1694 3.1126 3.4267
C 2.1294 -3.1804 -2.7292
H 5.7881 -1.5445 1.6798
Mn 1.1797 -0.6851 -0.5613
C -3.8729 3.4544 -2.7662
H 2.3048 -5.7525 -0.4111
H -3.2690 3.6783 2.0022
B 1.7107 0.3187 -3.1619
H -5.2918 1.1106 -2.8210
C -2.0060 1.9349 -3.4856
H 2.3157 -3.8508 -3.5725
C -0.0728 -5.1080 1.3390
H 0.7191 3.2215 -1.3163
C 3.0789 -1.5337 1.4030
H -1.8445 5.9058 -0.9455
H 0.9046 -5.2370 -1.3713
H -2.4218 2.8107 3.3001
N 0.4467 0.9334 0.1244
Si -2.0540 1.8587 -0.2800
H -2.1344 2.1586 -4.5472
C -0.8631 -3.3300 -0.2924
H -1.9108 -3.6088 -0.1590
H -3.1943 4.1095 -2.2173
H 3.2636 1.1492 0.9847
F 1.3119 1.6044 -3.4206
H -3.9704 0.0562 -3.3640
H -0.8353 -1.8238 2.0115
H -5.7816 1.7237 1.9612
H -5.0857 0.6963 0.6836
H 0.5367 -5.2880 2.2281
H -4.9504 2.4557 0.5701
C -3.3560 2.8727 2.7356
C -4.3554 1.0788 -3.3824
H -4.5550 1.3617 -4.4190
H 2.3419 -5.8348 -2.1744
H 4.6508 -3.1465 -1.8288
H 0.3002 -5.7369 0.5388
H 2.6658 -2.2510 -2.9215
H 4.5801 -0.2835 4.2267
O -0.7405 0.9073 -0.7003
H -3.9663 3.8187 -3.7929
H 5.9624 0.1115 2.2863
C 4.1299 -4.0540 -1.5193
C 1.9892 -5.2455 -1.3260
C 5.3494 -0.5426 1.6628
H 1.4210 -2.0631 2.8445
H -4.8567 3.4952 -2.2886
H -1.8703 -3.2550 2.1271
H -4.4392 0.5666 3.7834
C -0.0701 -3.6106 0.9976
C -3.6532 0.4095 3.0396
H -0.4907 6.5088 0.0330
H 4.1024 -1.6290 -0.5266
H -0.4816 -3.8680 -1.1593
C 3.9100 -0.9456 3.6745
C -4.9467 1.6106 1.2655
H -0.6224 4.1819 2.0951
C -1.2659 5.7413 -0.0337
F 0.5860 -0.4968 -2.7079
C 1.3402 -3.0085 0.8917
H 0.8848 4.8084 1.3997
O -1.7310 3.4437 -0.2296
H 3.9371 1.5755 2.5667
H -1.2801 2.6402 -3.0695
C 2.3055 -2.9314 -0.2396
H 4.5446 -4.3869 -0.5628
H 5.3921 -0.1623 0.6386
H 0.5065 3.0833 1.2724
H 4.3370 -4.8214 -2.2689
C 0.3156 4.2312 -1.2389
H -1.0950 -5.4261 1.5622
C 2.6038 -3.8495 -1.4265
H 4.2535 -1.9747 3.8167
F 2.5551 0.2903 -1.9589
H -0.2050 4.4662 -2.1713
H -0.8644 -2.2622 -0.5260
C 3.9116 -0.5584 2.1917
C -3.3423 2.0259 -2.7619
H 1.1494 4.9292 -1.1230
C 3.2628 -1.9045 0.0885
*
```

Calculated values
Lowest unoccupied orbital energy (spin up / spin down), eV: 0.41 / -2.39
Calculated total energy, eV: -93463.3057
HOMO-LUMO gap (spin up / spin down), eV: 9.25 / 6.70

natural (NBO) atomic charge list, values in e, 2 entries:
1 H 0.23
2 C -0.60

---

Molecular formula: C29H57BF3N2O14
Method: DFT, wB97M-V/def2-TZVPD

Geometry as ORCA input:
```
! wB97M-V def2-TZVPD RIJCOSX def2/J DEFGRID3
* xyz 1 1
H -0.5466 -8.1291 6.1436
O -3.2552 2.9106 -6.4164
H 1.6597 -0.9830 -4.8042
C -0.2909 -1.7381 -6.4381
C 0.6473 -0.7501 -4.4860
H 0.1355 0.9216 1.9396
H -2.7913 -2.9040 5.5081
C -0.0813 -1.2185 0.5839
H 4.0345 2.1329 -5.9500
H 3.7390 -0.6860 0.4612
C 0.5512 0.5981 -3.7790
H 1.0587 -8.8648 6.1690
C -1.2815 2.0484 -7.9874
H -1.5152 -0.0434 -8.3810
O -0.1881 0.5654 -2.5890
C 4.2591 -0.1358 2.4372
O -2.7896 1.8590 5.2380
H -0.6080 0.8627 0.1852
H -3.0201 0.7619 -7.9369
O -0.2420 -0.6704 -5.5895
H 1.0670 -2.4020 2.6073
O -3.4587 4.7436 -7.7154
H 4.4210 1.1454 -2.4625
H -0.0178 1.2374 -4.4503
C 4.3062 -1.4693 3.1690
H 2.6017 1.9278 -7.0158
H -6.6404 1.0858 6.9928
H 3.3812 -1.6495 3.7024
O 1.5762 3.4432 -4.8686
C -4.7275 0.6234 7.8626
F -1.5760 -1.8883 -6.8405
C 1.9434 1.2714 -3.5827
H 1.0794 -6.6438 7.3532
H -1.3971 3.3555 5.6491
C -4.5795 5.1492 -6.9231
H 2.7976 1.8741 1.7502
F 0.1510 -2.8859 -5.8732
H 5.2405 0.1182 2.0436
C -2.9242 3.5811 -7.3585
O 0.4540 -2.2201 0.1161
H 5.1155 -1.4454 3.8894
O -4.0128 0.7456 6.6192
O -1.2565 -4.2263 5.5901
H -0.9369 0.4278 3.2697
N 1.9469 1.9565 -2.2563
H 2.0844 4.0281 -5.4347
O 0.4176 -5.5788 5.6975
H 2.6881 0.4848 -3.5756
H 4.9764 2.7033 -3.1263
H 2.1165 -6.6402 5.9317
F 0.4766 -1.4882 -7.5392
H 3.9828 0.6456 3.1411
C -0.1410 0.1168 2.6027
H 4.5137 -2.2697 2.4672
C 1.0842 -6.7189 6.2665
O -1.9405 3.3002 -8.2115
H -5.8541 2.4630 7.7585
C 0.4787 -8.0224 5.7936
H 1.0946 2.5227 -2.2094
C -2.5635 -3.8338 6.0220
N -0.5018 -1.1448 1.9059
B 2.1635 2.2166 -4.8478
H -4.9202 -0.4413 7.9749
H 0.3214 -1.5209 -3.7920
C 3.0382 1.7010 -6.0514
C 2.9613 1.2777 0.8613
H -2.5858 -3.6694 7.0964
O -3.3153 2.8110 7.2135
H 0.4649 -8.0624 4.7038
C 3.2539 -0.1512 1.2729
C -0.0118 -2.2916 2.6819
C -0.4242 -0.0628 -0.3370
H 2.3691 -0.6741 1.6174
H 2.9877 3.7475 -2.6536
C 0.5496 0.0490 -1.4780
H -1.5790 2.8553 3.9586
H -4.8304 6.1561 -7.2410
C -3.3774 1.8966 6.4394
H -5.4261 4.4898 -7.1041
H 0.7321 -0.0776 3.2227
H -4.0874 0.9354 8.6870
O -1.2824 -5.8428 7.1627
C -0.7581 -5.2785 6.2432
C 1.8098 0.8923 -1.1813
H -6.5887 1.2080 8.7605
H -3.2951 -4.5900 5.7435
H 5.1071 2.3741 -1.4386
H -0.5186 -3.1850 2.3492
C -2.1120 3.0636 4.8831
C 3.1042 2.8604 -2.0475
O 1.7707 1.4395 0.0729
H -1.0406 1.9453 -6.9277
H 3.1771 0.6258 -5.9775
H 2.6773 0.2502 -1.3043
H -0.3438 2.1167 -8.5376
H -1.3731 -0.3370 -0.7923
H -2.3399 1.0038 -9.5420
H 3.0912 3.2114 -1.0254
H 3.8436 1.6907 0.3762
H -4.3280 5.1530 -5.8654
C -2.0883 0.8704 -8.4896
C 4.4752 2.2134 -2.3027
H -0.2341 -2.1360 3.7296
C -6.0304 1.3920 7.8434
H -2.8228 3.8700 4.7116
H 0.8732 -0.9567 -1.7348
*
```

Calculated values
Lowest unoccupied orbital energy, eV: -2.38
Calculated total energy, eV: -71467.6222
HOMO-LUMO gap, eV: 9.63

Löwdin atomic charge list, values in e, 2 entries:
1 H 0.08
2 O 0.12